C53H59F3Ge2N10O2PbSbTe as an isolated structure at a distorted geometry. Source: the Open Molecules 2025 dataset; level of theory: ωB97M-V/def2-TZVPD.

XYZ file:
```
132
Properties=species:S:1:pos:R:3:forces:R:3
Pb 0.9968 -1.7073 0.9076 -0.232 0.105 0.394
C 4.3813 -4.3826 3.7744 -0.111 0.116 -0.010
C 2.9688 -3.8038 3.7823 -0.063 0.416 -0.446
Ge 2.8471 -2.0695 2.7979 -0.016 0.580 0.496
C 2.7475 -0.5848 4.1460 0.065 -0.379 -0.255
C 3.8946 -0.6047 5.1572 -0.107 -0.053 -0.148
C 4.3084 -1.5197 1.5873 -0.192 -0.172 0.274
C 4.3171 -1.2003 0.2851 -0.405 -0.102 0.112
Ge 2.7872 -1.2056 -1.0523 0.931 0.299 -0.330
C 2.9399 -2.8267 -2.2464 -0.271 0.343 0.246
C 3.2582 -2.5695 -3.7146 0.014 0.036 0.123
C 3.1083 0.5904 -1.9239 -0.338 -0.393 0.142
C 3.7221 0.6422 -3.3203 -0.020 -0.084 0.098
C 5.5836 -0.6783 -0.2848 0.112 0.068 -0.072
C 6.1036 -1.1963 -1.4714 -0.051 -0.051 0.103
C 7.2984 -0.7244 -1.9909 0.024 -0.042 -0.009
C 7.9929 0.2829 -1.3365 0.020 0.051 -0.048
C 7.4759 0.8244 -0.1683 0.046 -0.019 0.022
C 6.2823 0.3492 0.3526 0.011 -0.029 -0.054
H 4.3983 -5.3296 4.3175 0.094 -0.004 0.001
H 5.0911 -3.6991 4.2460 0.047 -0.048 0.028
H 4.7026 -4.5657 2.7505 0.053 -0.046 0.004
H 2.6230 -3.5927 4.7966 -0.025 0.023 -0.010
H 2.2658 -4.5000 3.3260 -0.009 0.017 -0.003
H 1.7853 -0.6471 4.6592 -0.016 -0.011 -0.032
H 2.7517 0.3559 3.5915 0.031 -0.064 -0.029
H 3.8831 -1.5201 5.7523 0.046 0.007 0.026
H 3.8132 0.2440 5.8402 0.090 -0.030 0.055
H 4.8610 -0.5440 4.6517 0.047 0.017 0.073
H 5.2567 -1.4176 2.1234 0.063 0.085 -0.085
H 1.9774 -3.3353 -2.1637 0.059 -0.065 0.007
H 3.6871 -3.4778 -1.7898 -0.074 0.016 0.112
H 2.4984 -1.9375 -4.1688 -0.026 0.028 -0.121
H 3.2846 -3.5108 -4.2681 0.002 -0.007 0.012
H 4.2236 -2.0777 -3.8383 -0.017 -0.011 -0.084
H 3.7559 1.1197 -1.2214 -0.090 0.010 0.083
H 2.1545 1.1097 -1.9386 -0.073 0.055 0.001
H 4.7042 0.1689 -3.3417 -0.012 0.023 -0.084
H 3.8423 1.6844 -3.6287 0.025 -0.003 -0.002
H 3.0803 0.1517 -4.0493 0.044 0.032 -0.066
H 5.5714 -2.0019 -1.9639 0.033 0.015 -0.049
H 7.6917 -1.1475 -2.9070 0.005 -0.015 0.009
H 8.9289 0.6486 -1.7393 -0.007 0.014 -0.007
H 8.0077 1.6176 0.3427 -0.010 0.012 -0.010
H 5.8761 0.7781 1.2603 -0.029 0.000 0.000
N 0.0347 -5.1576 -0.3840 -0.091 -0.230 -0.102
C -0.9221 -4.1925 -0.2655 -0.223 0.457 -0.046
N -2.1938 -4.4379 -0.5385 0.216 -0.318 -0.022
N -2.8140 -3.2722 -0.3611 -0.194 0.425 -0.036
N -1.9837 -2.3588 -0.0080 -0.273 0.223 0.059
N -0.7480 -2.9001 0.0656 0.051 -0.442 -0.218
C 1.3321 -5.0255 0.0221 0.449 0.177 0.120
N 2.2168 -6.0114 0.0188 -0.439 -0.131 -0.147
N 3.3389 -5.4480 0.4758 0.253 0.135 0.119
N 3.1491 -4.2027 0.7356 0.085 0.001 0.027
N 1.8663 -3.8822 0.4500 -0.088 -0.813 -0.202
H -0.2917 -6.0851 -0.5952 -0.012 0.019 0.002
C -7.3343 0.5124 -2.2311 0.064 0.047 0.063
C -6.9936 0.5576 -0.7644 -0.144 0.055 0.069
C -7.9750 0.9416 0.1402 -0.008 -0.035 -0.014
C -7.7135 0.8688 1.4950 0.053 0.004 0.000
C -6.4524 0.5203 1.9381 -0.004 -0.142 0.084
C -5.3972 0.2817 1.0484 -0.317 0.070 -0.047
N -4.0806 0.0954 1.5191 0.169 -0.202 -0.229
C -3.6217 0.3478 2.8095 0.240 0.102 0.302
C -4.2507 1.2743 3.6560 0.092 0.084 -0.147
C -3.9005 1.4038 4.9875 -0.023 0.074 0.018
C -2.8871 0.6356 5.5310 0.058 0.007 0.046
C -2.1418 -0.1533 4.6721 -0.202 -0.103 0.057
C -2.4585 -0.2756 3.3240 0.011 0.065 -0.150
C -1.3460 -0.8909 2.5066 -0.016 0.045 -0.038
O -0.9616 -2.0471 2.7102 0.007 0.131 0.146
O -0.7495 -0.0751 1.7025 0.097 -0.771 -0.065
C -5.7105 0.2082 -0.3263 0.082 0.038 0.115
C -4.7544 -0.3066 -1.3610 -0.203 -0.156 -0.021
H -8.3773 0.7866 -2.3838 -0.005 -0.013 -0.021
H -7.1757 -0.4872 -2.6407 0.000 0.010 -0.047
H -6.7125 1.2068 -2.8012 -0.017 -0.053 -0.032
H -8.9493 1.2549 -0.2151 -0.006 -0.055 -0.033
H -8.4930 1.0797 2.2168 0.005 -0.024 0.013
H -6.2957 0.3927 2.9959 0.024 0.074 0.016
H -3.4879 -0.5148 0.9673 -0.013 0.006 0.050
H -5.0013 1.9353 3.2513 -0.072 -0.085 0.011
H -4.4311 2.1230 5.5999 -0.014 -0.006 0.002
H -2.6444 0.6977 6.5833 0.055 0.015 -0.015
H -1.2768 -0.6909 5.0377 0.035 0.011 -0.026
H -3.7393 -0.3814 -0.9951 0.051 -0.148 0.033
H -4.7588 0.3282 -2.2461 -0.066 -0.266 0.238
H -5.0464 -1.3122 -1.6679 -0.010 -0.124 0.015
C 1.2891 3.8667 4.0548 -0.096 -0.128 -0.071
Te 0.4615 2.0347 3.2381 0.124 0.702 0.266
C -1.1937 3.0963 2.4104 0.043 -0.025 -0.091
H 1.5325 4.5638 3.2542 -0.016 -0.062 -0.056
H 2.1982 3.6403 4.6099 -0.009 -0.076 -0.005
H 0.5713 4.3320 4.7277 -0.017 -0.050 0.015
H -0.8374 3.8464 1.7054 0.046 -0.023 -0.008
H -1.8022 2.3610 1.8894 -0.031 -0.036 -0.008
H -1.7811 3.5656 3.1959 0.029 -0.058 0.070
F -6.0693 4.2321 -3.9654 -0.074 -0.022 0.006
C -5.0971 3.5147 -3.3583 0.121 -0.005 0.078
C -4.5048 2.4763 -4.0477 0.026 0.036 -0.117
C -3.4784 1.7698 -3.4337 0.220 0.272 -0.150
C -3.0527 2.0924 -2.1500 0.168 0.002 0.245
C -3.7046 3.1216 -1.4742 0.081 -0.120 0.000
C -4.7228 3.8495 -2.0724 -0.106 0.089 -0.033
Sb -1.5515 0.9603 -1.0485 0.428 0.798 -0.926
C -0.7832 0.0814 -2.8877 -0.124 0.004 0.311
C -0.0929 0.8070 -3.8537 0.007 0.002 -0.020
C 0.3053 0.2123 -5.0433 0.071 0.045 -0.058
C 0.0162 -1.1227 -5.2476 -0.054 0.047 0.098
F 0.4102 -1.7019 -6.4028 0.018 -0.031 -0.029
C -0.6633 -1.8776 -4.3143 0.009 -0.093 -0.066
C -1.0662 -1.2607 -3.1369 0.000 0.067 0.042
C -0.1646 2.6475 -1.1059 -0.291 -0.274 0.045
C 0.9776 2.5862 -0.3142 -0.143 0.019 -0.065
C 1.8891 3.6318 -0.2755 0.117 -0.009 0.054
C 1.6451 4.7427 -1.0543 -0.084 -0.110 0.000
F 2.5292 5.7650 -1.0376 0.024 0.037 0.014
C 0.5230 4.8463 -1.8531 -0.004 0.080 -0.047
C -0.3827 3.7939 -1.8679 0.063 0.020 0.027
H -4.8442 2.2340 -5.0467 0.012 0.011 -0.006
H -3.0051 0.9559 -3.9708 -0.021 0.000 -0.024
H -3.4088 3.3632 -0.4576 -0.042 0.062 -0.002
H -5.2232 4.6612 -1.5609 -0.009 -0.011 0.007
H 0.1298 1.8554 -3.6914 0.033 -0.004 0.004
H 0.8331 0.7695 -5.8069 0.016 -0.013 0.006
H -0.8744 -2.9216 -4.5065 0.000 0.008 -0.017
H -1.6274 -1.8310 -2.4088 0.010 -0.116 0.050
H 1.1526 1.7098 0.2956 0.111 0.011 0.066
H 2.7759 3.5825 0.3438 -0.002 0.017 0.003
H 0.3675 5.7379 -2.4467 0.002 0.002 0.009
H -1.2726 3.8753 -2.4793 0.021 0.031 -0.034
```
Positions in Å, forces in eV/Å.

The spin multiplicity is 1. Its highest occupied orbital energy is -5.4 eV. The value obtained for the total energy is -215176.9158 eV. The energy relative to the best compared isomer or geometry (same formula, charge and spin) is 51.7 kcal/mol. Its net charge is -1. The frontier orbital gap comes out at 0.256 hartree.